{
  "formula": "C12H8BrCeCl3N3O4Si",
  "method": "ωB97M-V/def2-TZVPD",
  "species": ["Ce", "O", "N", "N", "O", "C", "C", "C", "C", "C", "C", "H", "H", "H", "H", "H", "Br", "C", "C", "C", "C", "C", "N", "C", "O", "O", "H", "H", "H", "Cl", "Si", "Cl", "Cl"],
  "coordinates": [[-1.744, 0.217, 0.318], [-1.348, -0.188, 2.469], [-0.120, -0.257, 2.848], [0.750, -0.028, 1.954], [0.435, 0.248, 0.701], [2.116, -0.051, 2.310], [2.501, -0.090, 3.648], [3.849, -0.079, 3.957], [4.803, -0.034, 2.951], [4.410, -0.003, 1.625], [3.067, -0.008, 1.297], [1.754, -0.122, 4.426], [4.163, -0.098, 4.991], [5.855, -0.020, 3.199], [5.148, 0.031, 0.840], [2.753, 0.025, 0.266], [0.292, 1.698, -2.038], [-0.738, 0.299, -2.863], [-1.091, 0.311, -4.197], [-1.997, -0.661, -4.611], [-2.496, -1.567, -3.689], [-2.070, -1.487, -2.367], [-1.177, -0.571, -1.970], [-2.782, -2.270, -1.209], [-3.354, -3.303, -1.478], [-2.719, -1.657, -0.100], [-0.715, 1.073, -4.860], [-2.340, -0.671, -5.635], [-3.237, -2.307, -3.947], [-5.019, 2.887, 1.295], [-3.002, 2.736, 1.010], [-2.551, 4.580, 0.246], [-3.397, 1.364, -1.386]],
  "forces_ev_per_angstrom": [[-0.8, 0.4, -1.0], [1.3, -0.1, 1.1], [0.2, -0.1, 0.6], [-0.9, -0.1, 0.2], [1.3, -0.1, 0.9], [1.2, 0.0, 0.3], [-0.1, 0.0, -0.1], [0.0, 0.0, 0.0], [0.1, 0.0, 0.0], [0.0, 0.0, 0.2], [-0.3, 0.0, -0.1], [0.0, 0.0, 0.0], [0.0, 0.0, 0.1], [0.0, 0.0, 0.0], [0.1, 0.0, -0.1], [-0.1, 0.0, 0.0], [-0.1, -0.1, -0.6], [0.3, 0.2, 0.4], [0.0, 0.0, 0.2], [0.1, 0.0, 0.3], [0.1, -0.1, 0.3], [-0.5, -0.2, 0.2], [-0.1, -0.4, -1.0], [0.0, -0.7, -2.2], [0.1, 0.2, 0.1], [-0.3, -0.8, 0.9], [0.0, 0.0, 0.0], [0.0, 0.0, -0.1], [0.0, -0.1, 0.0], [-0.4, 0.0, 0.3], [-0.7, 0.6, -0.5], [0.2, 0.4, -0.1], [-0.8, 1.2, -0.1]],
  "lowdin_charge": [0.6017, -0.2546, 0.0495, -0.1784, -0.2950, -0.1636, -0.0077, -0.0714, -0.0795, -0.0687, 0.0004, 0.1111, 0.1077, 0.1055, 0.1075, 0.1129, 0.8612, -0.6851, -0.0699, -0.0199, 0.0231, -0.1648, -0.0765, -0.5698, 0.1015, -0.1751, 0.1111, 0.1175, 0.1267, 0.1997, -0.2027, 0.1902, 0.1553],
  "homo_energy_ev": [-8.40, -9.42],
  "s_squared": 0.75,
  "relative_energy_kcal_mol": 0.00,
  "total_energy_ev": -153653.6238,
  "spin_multiplicity": 2,
  "orbital_gap_ha": [0.2880, 0.3263]
}

---

{
  "formula": "C12H8Cl40FP",
  "method": "ωB97M-V/def2-TZVPD",
  "species": ["Cl", "C", "Cl", "Cl", "Cl", "Cl", "C", "Cl", "Cl", "Cl", "Cl", "C", "Cl", "Cl", "Cl", "Cl", "C", "Cl", "Cl", "Cl", "Cl", "C", "Cl", "Cl", "Cl", "Cl", "C", "Cl", "Cl", "Cl", "Cl", "C", "Cl", "Cl", "Cl", "Cl", "C", "Cl", "Cl", "Cl", "Cl", "C", "Cl", "Cl", "Cl", "Cl", "C", "Cl", "Cl", "Cl", "C", "C", "P", "F", "H", "H", "H", "H", "H", "H", "H", "H"],
  "coordinates": [[-2.015, 3.078, -1.754], [-1.264, 2.609, -0.223], [-1.934, 3.572, 1.092], [-1.589, 0.892, 0.056], [0.479, 2.879, -0.308], [-5.022, -1.692, -1.079], [-4.355, -2.226, 0.469], [-5.020, -1.241, 1.774], [-4.775, -3.917, 0.747], [-2.592, -2.018, 0.421], [-1.646, -5.016, 0.046], [-1.948, -6.689, -0.421], [-2.593, -6.725, -2.065], [-0.443, -7.615, -0.350], [-3.127, -7.404, 0.691], [-2.767, -1.672, -5.214], [-3.765, -0.299, -4.721], [-3.809, 0.896, -6.021], [-5.410, -0.862, -4.386], [-3.084, 0.435, -3.267], [3.743, 0.046, 1.678], [4.303, 0.636, 0.110], [3.521, -0.282, -1.179], [3.893, 2.348, -0.055], [6.055, 0.452, -0.002], [7.226, 3.996, 0.351], [8.951, 3.617, 0.347], [9.208, 2.031, -0.394], [9.822, 4.844, -0.578], [9.553, 3.593, 2.008], [-2.629, -5.526, 3.421], [-1.885, -6.640, 4.575], [-3.010, -6.948, 5.903], [-1.490, -8.165, 3.776], [-0.404, -5.916, 5.213], [5.747, 8.513, 4.978], [4.262, 9.345, 5.451], [2.870, 8.343, 5.024], [4.272, 9.630, 7.193], [4.155, 10.889, 4.599], [-6.247, -6.375, -4.473], [-6.626, -5.929, -2.806], [-8.349, -6.186, -2.500], [-5.668, -6.934, -1.711], [-6.221, -4.231, -2.536], [-4.732, -9.156, -4.497], [-4.866, -10.397, -5.746], [-3.302, -11.190, -5.968], [-6.070, -11.595, -5.259], [-5.366, -9.644, -7.266], [4.451, 6.295, 1.068], [3.417, 7.350, 1.522], [1.693, 6.619, 1.229], [0.233, 5.853, 0.924], [5.064, 5.966, 1.905], [3.960, 5.386, 0.705], [5.106, 6.687, 0.296], [3.541, 7.548, 2.584], [3.538, 8.257, 0.931], [1.868, 5.791, 2.351], [2.069, 6.256, -0.077], [1.027, 7.839, 1.416]],
  "forces_ev_per_angstrom": [[0.1, 0.2, 0.1], [0.1, 0.1, 0.1], [-0.1, -0.1, 0.0], [0.0, 0.2, 0.0], [0.0, -0.2, -0.1], [0.1, 0.2, 0.2], [-0.1, 0.1, 0.0], [0.0, 0.0, 0.0], [0.0, 0.1, 0.0], [-0.2, -0.1, 0.1], [0.2, -0.2, -0.1], [0.0, 0.0, 0.0], [0.5, 0.0, 0.0], [0.0, 0.0, 0.0], [0.0, -0.1, -0.2], [0.0, 0.0, 0.0], [0.1, 0.0, 0.1], [0.0, 0.0, 0.0], [0.0, 0.0, 0.0], [-0.1, -0.1, -0.2], [0.0, 0.0, 0.0], [0.0, -0.1, 0.0], [0.0, 0.0, 0.0], [0.0, 0.1, 0.0], [0.0, 0.0, 0.0], [0.0, 0.0, 0.0], [0.0, 0.0, 0.0], [0.0, 0.0, 0.0], [0.0, 0.0, 0.0], [0.0, 0.0, 0.0], [0.0, 0.0, 0.2], [0.0, 0.1, 0.0], [0.0, 0.0, 0.0], [0.0, 0.0, 0.0], [0.0, 0.0, 0.0], [0.0, 0.0, 0.0], [0.0, 0.0, 0.0], [-0.1, 0.0, 0.2], [0.0, 0.0, 0.0], [0.0, 0.0, 0.0], [-0.2, 0.3, 0.0], [-0.1, 0.0, 0.0], [0.0, 0.0, 0.0], [-0.5, 0.0, 0.1], [-0.1, -0.2, -0.1], [0.1, -0.3, 0.0], [0.0, 0.0, 0.0], [0.0, 0.0, 0.0], [0.0, 0.0, 0.0], [0.0, 0.0, 0.0], [-0.2, 0.1, 0.6], [-0.2, -0.7, -0.5], [0.8, 0.5, 0.1], [-0.1, 0.2, 0.1], [0.2, 0.0, 0.0], [0.1, 0.0, -0.2], [0.1, -0.1, -0.1], [0.0, 0.3, -0.1], [-0.1, 0.2, 0.2], [-0.2, -0.2, -0.2], [-0.1, -0.1, 0.0], [-0.1, -0.1, 0.0]],
  "nbo_charge": [0.0513, -0.2236, 0.0691, 0.0435, 0.0535, 0.0603, -0.2192, 0.0631, 0.0638, 0.0505, 0.0593, -0.2233, 0.0585, 0.0558, 0.0468, 0.0563, -0.2258, 0.0560, 0.0471, 0.0650, 0.0596, -0.2247, 0.0619, 0.0444, 0.0601, 0.0584, -0.2251, 0.0533, 0.0576, 0.0571, 0.0583, -0.2257, 0.0546, 0.0562, 0.0549, 0.0577, -0.2264, 0.0524, 0.0627, 0.0598, 0.0556, -0.2250, 0.0544, 0.0515, 0.0561, 0.0594, -0.2261, 0.0554, 0.0566, 0.0520, -0.6263, -0.7509, 1.0788, -0.6454, 0.2161, 0.1852, 0.2196, 0.2158, 0.2099, -0.0354, -0.0396, -0.0327],
  "homo_energy_ev": -9.98,
  "relative_energy_kcal_mol": 4.23,
  "smiles": "ClC(Cl)(Cl)Cl.ClC(Cl)(Cl)Cl.ClC(Cl)(Cl)Cl.ClC(Cl)(Cl)Cl.ClC(Cl)(Cl)Cl.ClC(Cl)(Cl)Cl.ClC(Cl)(Cl)Cl.ClC(Cl)(Cl)Cl.ClC(Cl)(Cl)Cl.ClC(Cl)(Cl)Cl.CC[PH3]F",
  "total_energy_ev": -525472.9490,
  "spin_multiplicity": 1,
  "orbital_gap_ha": 0.3685
}

---

{
  "formula": "C12H8Cl5InN4O",
  "method": "ωB97M-V/def2-TZVPD",
  "species": ["In", "Cl", "C", "C", "C", "Cl", "C", "Cl", "C", "Cl", "C", "Cl", "N", "C", "H", "C", "N", "C", "C", "C", "N", "C", "O", "N", "H", "H", "H", "H", "H", "H", "H"],
  "coordinates": [[-0.547, 0.883, -0.466], [1.107, 1.521, -3.228], [1.754, 2.315, -1.839], [1.114, 2.119, -0.631], [1.583, 2.728, 0.518], [0.687, 2.457, 1.989], [2.703, 3.546, 0.490], [3.269, 4.293, 1.916], [3.353, 3.740, -0.738], [4.731, 4.733, -0.805], [2.883, 3.126, -1.909], [3.677, 3.365, -3.397], [-3.624, 2.293, 0.195], [-2.615, 1.807, -0.032], [-4.507, 2.742, 0.389], [-2.108, -3.521, -1.634], [-1.471, -2.956, -0.428], [-1.156, -3.723, 0.662], [-0.555, -3.209, 1.754], [-0.244, -1.818, 1.759], [-0.598, -1.075, 0.690], [-1.178, -1.644, -0.387], [-1.419, -0.866, -1.359], [0.375, -1.236, 2.768], [-2.132, -4.601, -1.530], [-1.526, -3.247, -2.509], [-3.120, -3.135, -1.730], [-1.412, -4.771, 0.585], [-0.305, -3.838, 2.594], [0.659, -1.769, 3.575], [0.620, -0.258, 2.740]],
  "forces_ev_per_angstrom": [[0.0, 0.0, -0.1], [0.0, 0.0, 0.0], [0.1, 0.0, 0.0], [0.0, 0.0, 0.1], [0.0, 0.1, -0.1], [0.0, -0.1, 0.0], [0.0, 0.0, 0.0], [0.0, 0.0, 0.0], [0.0, 0.0, 0.0], [0.0, 0.0, 0.0], [0.0, 0.0, 0.0], [0.0, 0.0, 0.0], [0.0, 0.0, 0.0], [0.0, 0.0, 0.1], [0.0, 0.0, 0.0], [0.0, 0.0, 0.0], [0.0, 0.0, 0.0], [0.0, 0.0, 0.0], [0.0, 0.0, 0.0], [0.0, 0.0, 0.0], [0.1, 0.1, 0.1], [0.0, -0.1, 0.0], [0.0, 0.1, -0.1], [0.0, 0.0, 0.0], [0.0, 0.0, 0.0], [0.0, 0.0, 0.0], [0.0, 0.0, 0.0], [0.0, 0.0, 0.0], [0.0, 0.0, 0.0], [0.0, 0.0, 0.0], [0.0, 0.0, 0.0]],
  "lowdin_charge": [1.0273, 0.7457, -0.7083, -0.3470, -0.6910, 0.7175, -0.6946, 0.7654, -0.6732, 0.7839, -0.6883, 0.7738, 0.2545, 0.0394, 0.1512, 0.0559, -0.0074, 0.0327, 0.0517, -0.3035, 0.1219, -0.4844, -0.0280, 0.2362, 0.1078, 0.1134, 0.1153, 0.1568, 0.1382, 0.1480, 0.0891],
  "homo_energy_ev": -14.63,
  "total_energy_ev": -88353.0790,
  "charge": 2,
  "spin_multiplicity": 1,
  "orbital_gap_ha": 0.2948
}

---

{
  "formula": "C12H8ClIrNO2SeTe",
  "method": "ωB97M-V/def2-TZVPD",
  "species": ["Ir", "Cl", "C", "C", "C", "C", "O", "C", "C", "O", "C", "H", "H", "H", "H", "Se", "C", "C", "C", "N", "C", "C", "H", "H", "H", "H", "Te"],
  "coordinates": [[0.230, -0.710, 0.029], [6.719, 2.874, -0.093], [5.347, 1.806, -0.054], [5.553, 0.417, -0.067], [4.489, -0.446, -0.034], [3.159, 0.027, 0.012], [2.207, -0.862, 0.051], [2.971, 1.429, 0.019], [1.665, 2.015, 0.060], [0.585, 1.422, 0.062], [4.078, 2.302, -0.011], [6.564, 0.033, -0.102], [4.636, -1.517, -0.040], [1.629, 3.112, 0.090], [3.909, 3.372, -0.002], [-2.019, -0.171, 0.165], [-3.808, -0.775, 0.044], [-4.737, -0.184, 0.883], [-6.045, -0.642, 0.807], [-6.451, -1.608, -0.013], [-5.536, -2.164, -0.807], [-4.202, -1.790, -0.821], [-4.459, 0.607, 1.565], [-6.805, -0.205, 1.445], [-5.885, -2.953, -1.464], [-3.493, -2.269, -1.481], [-0.301, -3.121, -0.241]],
  "forces_ev_per_angstrom": [[-1.3, -0.3, -0.1], [-0.1, 0.0, 0.0], [0.2, -0.1, 0.0], [0.0, 0.1, 0.0], [0.0, -0.1, 0.0], [0.1, 0.1, 0.1], [0.2, -0.4, -0.2], [0.0, -0.1, 0.0], [0.0, 0.0, 0.0], [-0.1, 0.3, 0.1], [-0.1, 0.1, 0.0], [0.0, 0.0, 0.0], [0.0, 0.0, 0.0], [0.0, 0.0, 0.0], [0.0, 0.0, 0.0], [0.9, 2.2, 0.3], [0.3, -1.5, -0.2], [0.0, 0.1, -0.1], [0.0, 0.0, 0.0], [0.1, 0.0, 0.0], [0.0, 0.1, 0.0], [-0.1, 0.1, 0.1], [0.0, 0.0, 0.0], [0.0, 0.0, 0.0], [0.0, 0.0, 0.0], [0.0, 0.0, 0.0], [0.2, -0.4, 0.0]],
  "nbo_charge": [0.6010, 0.0027, -0.0784, -0.1601, -0.2607, 0.4176, -0.7119, -0.2952, 0.4514, -0.6223, -0.1549, 0.2333, 0.2352, 0.1493, 0.2284, 0.1810, -0.1831, -0.2667, 0.0464, -0.4019, 0.0450, -0.2614, 0.2354, 0.1991, 0.1996, 0.2347, -0.0635],
  "homo_energy_ev": [-7.65, -7.49],
  "s_squared": 1.23,
  "relative_energy_kcal_mol": 13.97,
  "total_energy_ev": -106157.1402,
  "spin_multiplicity": 2,
  "orbital_gap_ha": [0.1848, 0.1896]
}